1.
ORCA calculation (wB97M-V/def2-TZVPD) on the ion H4N2O3P with charge -1.

Results
Net charge: -1
HOMO, eV: -3.746
DFT total energy, Ha: -679.074716

Each line ends with the Löwdin charge.
Cartesian coordinates (Å):
N: 0.991 -1.096 -0.364  -0.13
P: 0.988 0.568 -0.002  0.26
O: 2.062 0.889 1.033  -0.43
O: 0.765 1.297 -1.282  -0.39
N: -0.779 0.349 0.526  -0.18
O: -1.470 1.508 0.019  -0.17
H: 1.920 -1.459 -0.147  0.01
H: 0.663 -1.202 -1.348  0.04
H: -1.071 0.168 1.468  0.04
H: -1.032 1.591 -0.761  -0.05

Atoms 1-2, force components in eV/Å:
N 1.09 -0.28 -0.40
P -1.10 -1.31 1.85

2.
ORCA calculation (wB97M-V/def2-TZVPD) on a cluster of 2 separate species, H4N2O3Si in total.

Results
HOMO, eV: -9.678
DFT total energy, Ha: -627.018474

Each line ends with the Löwdin charge.
Cartesian coordinates (Å):
N: -0.807 -0.309 2.135  0.05
N: 1.375 -0.021 -1.163  -0.34
O: 0.817 -0.654 -2.167  -0.05
O: 2.319 -0.407 -0.528  0.10
O: -1.381 0.361 -0.593  -0.31
Si: -0.227 0.908 -1.363  0.61
H: 0.113 -0.632 1.841  0.01
H: -1.151 -0.949 2.776  -0.02
H: -1.364 -0.324 1.377  -0.09
H: 0.305 2.026 -2.315  0.03

Atoms 1-2, force components in eV/Å:
N 3.25 1.20 1.72
N 0.46 -1.15 0.69

3.
ORCA calculation (wB97M-V/def2-TZVPD) on a structure of composition H4N2O4PS.

Results
Net charge: -1
HOMO, eV: -4.514
DFT total energy, Ha: -1152.505946

Each line ends with the Löwdin charge.
Cartesian coordinates (Å):
N: -0.894 0.014 -1.285  -0.21
N: 1.180 0.233 0.321  -0.28
O: -1.142 -0.567 1.709  -0.42
O: 0.098 -2.256 0.585  -0.39
O: 0.973 -1.328 2.706  -0.39
O: 0.240 2.104 -1.356  -0.41
P: -0.269 1.095 -0.123  0.61
S: 0.138 -1.141 1.498  0.37
H: -1.657 0.384 -1.881  0.03
H: -1.043 -0.986 -0.976  0.04
H: 1.588 -0.378 -0.354  -0.01
H: 0.787 2.827 -0.844  0.07

Atoms 1-2, force components in eV/Å:
N -1.15 -1.52 -0.55
N -2.96 -0.36 2.72

4.
ORCA calculation (wB97M-V/def2-TZVPD) on the molecule H4N2OS.

Results
HOMO, eV: -9.823
DFT total energy, Ha: -585.276280

Each line ends with the Löwdin charge.
Cartesian coordinates (Å):
N: -0.570 -1.089 0.115  -0.21
N: 1.268 0.908 0.119  -0.20
O: -1.162 1.067 -0.346  -0.55
S: -0.296 0.524 0.717  0.83
H: -0.935 -1.780 0.754  0.02
H: 1.687 -0.066 0.094  0.06
H: 1.216 1.099 -0.824  -0.01
H: -1.208 -0.663 -0.628  0.05

Atoms 1-2, force components in eV/Å:
N 0.59 1.23 -0.32
N 0.75 -3.21 3.11

5.
ORCA calculation (wB97M-V/def2-TZVPD) on a cluster of 2 separate species, H4N2OS2 in total.

Results
HOMO, eV: -9.693
DFT total energy, Ha: -983.454614

Each line ends with the Löwdin charge.
Cartesian coordinates (Å):
N: 1.156 0.229 -1.445  -0.31
N: -0.816 -0.884 1.138  -0.36
O: -0.448 1.982 -2.373  -0.50
S: -0.248 0.647 -1.867  0.79
S: 0.436 0.156 1.872  0.59
H: 0.500 1.267 1.037  -0.16
H: 1.172 -0.731 -1.063  -0.01
H: -0.286 -1.696 0.862  -0.01
H: -1.466 -0.969 1.839  -0.04

Atoms 1-2, force components in eV/Å:
N -0.46 0.58 -0.33
N 3.32 2.24 -1.72

6.
ORCA calculation (wB97M-V/def2-TZVPD) on a cluster of 2 separate species, H4N3O in total.

Results
Net charge: -1
HOMO (spin up / spin down), eV: -2.781 / -0.773
DFT total energy, Ha: -241.725000

Each line ends with the Löwdin charge.
Cartesian coordinates (Å):
N: -0.577 -0.909 0.863  -0.24
N: -1.467 -0.295 0.163  -0.20
N: 0.877 1.352 -0.843  -0.16
O: 1.416 0.321 -0.110  -0.34
H: 0.801 0.007 0.627  -0.02
H: -0.361 -1.867 0.454  0.03
H: -1.820 -0.827 -0.727  0.01
H: 1.131 2.219 -0.428  -0.09

Atoms 1-2, force components in eV/Å:
N -0.01 -1.39 -0.40
N -1.15 0.00 -1.24

7.
ORCA calculation (wB97M-V/def2-TZVPD) on the molecule H4N4.

Results
HOMO (spin up / spin down), eV: -5.876 / -10.177
DFT total energy, Ha: -221.165759
Multiplicity: 3

Each line ends with the Löwdin charge.
Cartesian coordinates (Å):
N: -0.835 1.153 -0.008  0.12
N: -0.856 -1.091 -0.126  0.14
N: 1.042 -0.065 0.101  0.02
N: -0.310 0.024 -0.025  -0.57
H: -1.839 1.126 0.107  0.05
H: -0.160 -1.707 0.162  0.01
H: 1.325 1.016 0.428  0.16
H: 1.634 -0.454 -0.638  0.07

Atoms 1-2, force components in eV/Å:
N -2.68 6.18 0.04
N -5.87 -4.66 -1.10

8.
ORCA calculation (wB97M-V/def2-TZVPD) on the molecule H4N4O2.

Results
HOMO (spin up / spin down), eV: -8.088 / -7.884
DFT total energy, Ha: -371.655563

Each line ends with the Löwdin charge.
Cartesian coordinates (Å):
N: 2.012 -0.111 0.058  -0.03
N: 1.030 0.763 0.220  0.01
N: -0.248 0.037 -0.051  -0.32
O: -0.233 -1.171 -0.149  -0.07
N: -1.469 0.643 0.367  -0.05
O: -2.470 -0.105 -0.206  -0.08
H: 1.708 -1.099 0.188  0.10
H: 3.011 0.277 0.056  0.14
H: -1.385 1.687 0.142  0.16
H: -1.956 -0.921 -0.626  0.14

Atoms 1-2, force components in eV/Å:
N 1.01 -0.26 0.09
N -4.19 -0.99 -0.77

9.
ORCA calculation (wB97M-V/def2-TZVPD) on a cluster of 2 separate species, H4N4O2 in total.

Results
HOMO, eV: -9.916
DFT total energy, Ha: -371.703658

Each line ends with the Löwdin charge.
Cartesian coordinates (Å):
H: -0.390 -1.531 -1.204  0.10
N: -0.251 -0.921 -0.403  0.11
N: 0.708 -1.255 0.314  -0.48
O: 1.464 -2.179 0.198  0.06
O: 0.896 -0.422 1.362  0.05
H: 0.273 0.360 1.197  0.07
H: -1.789 1.039 0.301  0.09
N: -0.776 1.189 0.172  -0.08
N: -0.573 1.779 -0.899  0.01
H: 0.438 1.941 -1.037  0.06

Atoms 1-2, force components in eV/Å:
H 0.58 -0.45 0.21
N -1.23 -0.65 -0.64

10.
ORCA calculation (wB97M-V/def2-TZVPD) on a cluster of 2 separate species, H4NO2PS in total.

Results
HOMO, eV: -9.338
DFT total energy, Ha: -947.080697

Each line ends with the Löwdin charge.
Cartesian coordinates (Å):
N: 2.974 -0.138 0.379  -0.24
O: -4.359 -1.016 -0.367  -0.60
O: 0.768 1.005 -0.360  -0.61
P: -4.876 0.274 0.081  0.74
S: 1.262 -0.357 -0.037  0.82
H: 3.191 0.803 0.640  0.02
H: 3.219 -0.795 1.102  0.01
H: -3.699 1.130 -0.084  -0.14
H: 1.521 -0.906 -1.354  0.00

Atoms 1-2, force components in eV/Å:
N -1.30 -1.29 -0.87
O 0.20 -1.24 -0.33

11.
ORCA calculation (wB97M-V/def2-TZVPD) on a cluster of 2 separate species, H4NO2PS in total.

Results
HOMO (spin up / spin down), eV: -6.687 / -10.311
DFT total energy, Ha: -946.999294
Multiplicity: 3

Each line ends with the Löwdin charge.
Cartesian coordinates (Å):
N: 0.705 -0.205 2.009  -0.07
O: -1.133 -1.642 -2.014  -0.51
O: -0.043 -0.258 0.763  -0.34
P: -1.179 -0.249 -1.585  0.47
S: 0.449 0.784 -2.507  0.38
H: 0.102 0.353 2.768  0.11
H: -0.149 -1.224 0.505  0.07
H: 1.344 0.669 1.820  0.10
H: -0.097 1.771 -1.759  -0.20

Atoms 1-2, force components in eV/Å:
N 0.35 3.79 1.32
O -0.15 -3.37 -0.77

12.
ORCA calculation (wB97M-V/def2-TZVPD) on the molecule H4NOPS2.

Results
HOMO, eV: -8.846
DFT total energy, Ha: -1270.194404

Each line ends with the Löwdin charge.
Cartesian coordinates (Å):
N: 1.090 -0.262 0.924  -0.16
P: 0.015 0.143 -0.248  -0.14
O: 0.286 -0.895 -1.425  -0.27
S: 0.000 2.045 -0.776  0.13
S: -1.882 -0.513 0.627  0.36
H: 1.858 -0.933 0.780  0.08
H: 1.340 0.400 1.620  0.05
H: -0.214 -0.764 -2.244  0.09
H: -2.492 0.779 0.742  -0.13

Atoms 1-2, force components in eV/Å:
N 1.30 -1.82 -0.71
P -1.45 2.15 0.11

13.
ORCA calculation (wB97M-V/def2-TZVPD) on the molecule H4NP3.

Results
HOMO, eV: -8.937
DFT total energy, Ha: -1081.126714

Each line ends with the Löwdin charge.
Cartesian coordinates (Å):
P: -1.953 1.270 0.341  0.57
N: -0.547 0.473 -0.042  -0.87
P: -0.067 -1.074 0.103  0.46
P: 2.091 -0.665 0.075  0.40
H: -1.779 2.022 -0.829  -0.13
H: -3.276 0.569 -0.215  -0.09
H: 2.281 -1.850 0.848  -0.19
H: 2.342 -1.109 -1.335  -0.14

Atoms 1-2, force components in eV/Å:
P -1.86 -0.06 -1.15
N 0.86 -3.12 0.80

14.
ORCA calculation (wB97M-V/def2-TZVPD) on a cluster of 2 separate species, H4NPSi in total.

Results
HOMO, eV: -11.392
DFT total energy, Ha: -687.897844

Each line ends with the Löwdin charge.
Cartesian coordinates (Å):
Si: -1.097 0.073 0.073  0.52
H: 0.163 0.871 -0.072  -0.23
H: -1.178 -1.445 -0.429  -0.09
H: -2.289 0.754 -0.377  -0.16
H: -1.488 -0.233 1.592  -0.11
N: 3.169 -0.487 -0.915  -0.53
P: 2.719 0.467 0.128  0.60

Atoms 1-2, force components in eV/Å:
Si -0.85 -2.51 1.85
H -0.53 -0.41 -0.08

15.
ORCA calculation (wB97M-V/def2-TZVPD) on a cluster of 2 separate species, H4O2 in total.

Results
HOMO, eV: -11.022
DFT total energy, Ha: -152.863280

Each line ends with the Löwdin charge.
Cartesian coordinates (Å):
O: -1.533 0.085 -0.019  -0.09
H: -1.090 -0.517 0.567  0.00
H: -2.463 -0.206 -0.257  0.07
O: 1.461 -0.006 -0.027  -0.07
H: 2.167 -0.687 -0.145  0.06
H: 1.962 0.779 0.195  0.03

Atoms 1-2, force components in eV/Å:
O -1.94 0.59 -1.17
H -0.09 -0.64 0.25

16.
ORCA calculation (wB97M-V/def2-TZVPD) on a cluster of 2 separate species, H4O2 in total.

Results
HOMO, eV: -11.593
DFT total energy, Ha: -152.864593

Each line ends with the Löwdin charge.
Cartesian coordinates (Å):
O: 1.094 -0.058 -1.433  -0.09
H: 1.390 -0.480 -0.548  0.08
H: 1.307 0.859 -1.356  0.01
O: -1.160 0.134 1.358  -0.07
H: -1.065 -0.357 0.537  0.02
H: -1.106 -0.630 1.967  0.05

Atoms 1-2, force components in eV/Å:
O 0.41 -2.21 2.11
H -0.68 1.25 -2.26

17.
ORCA calculation (wB97M-V/def2-TZVPD) on a cluster of 2 separate species, H4O2 in total.

Results
HOMO, eV: -11.654
DFT total energy, Ha: -152.856517

Each line ends with the Löwdin charge.
Cartesian coordinates (Å):
O: -0.886 -0.430 -0.906  -0.02
H: -1.166 -0.216 -0.023  0.03
H: -0.340 -1.168 -0.780  0.01
O: 0.939 0.498 0.876  -0.05
H: 0.570 -0.353 0.680  -0.01
H: 0.512 1.199 0.368  0.04

Atoms 1-2, force components in eV/Å:
O -1.27 1.27 -0.73
H -0.58 0.28 0.42

18.
ORCA calculation (wB97M-V/def2-TZVPD) on a cluster of 2 separate species, H4O2 in total.

Results
HOMO, eV: -11.452
DFT total energy, Ha: -152.867874

Each line ends with the Löwdin charge.
Cartesian coordinates (Å):
O: 2.813 0.107 -0.124  -0.06
H: 3.174 -0.305 0.659  0.02
H: 1.862 -0.047 -0.016  0.04
O: -2.303 0.026 0.050  -0.07
H: -2.831 0.842 -0.057  0.05
H: -2.714 -0.623 -0.512  0.02

Atoms 1-2, force components in eV/Å:
O -0.58 -0.04 -0.04
H 0.34 -0.11 0.26

19.
ORCA calculation (wB97M-V/def2-TZVPD) on a cluster of 2 separate species, H4O2 in total.

Results
HOMO, eV: -10.837
DFT total energy, Ha: -152.858532

Each line ends with the Löwdin charge.
Cartesian coordinates (Å):
O: -0.456 1.720 0.082  -0.15
H: -0.586 1.952 1.051  0.05
H: -0.038 0.784 0.304  0.05
O: 0.180 -1.189 -0.274  -0.11
H: -0.196 -1.639 -1.075  0.07
H: 1.097 -1.628 -0.087  0.10

Atoms 1-2, force components in eV/Å:
O 1.22 -2.64 3.21
H -0.10 0.29 -1.79

20.
ORCA calculation (wB97M-V/def2-TZVPD) on a cluster of 2 separate species, H4O2 in total.

Results
HOMO, eV: -10.652
DFT total energy, Ha: -152.859565

Each line ends with the Löwdin charge.
Cartesian coordinates (Å):
O: 1.082 -0.165 0.075  -0.10
H: 2.021 -0.544 -0.003  0.10
H: 1.100 0.721 -0.386  0.08
O: -1.637 -0.227 -0.052  -0.10
H: -1.961 0.431 0.522  -0.01
H: -0.605 -0.216 -0.158  0.02

Atoms 1-2, force components in eV/Å:
O 2.27 0.73 -0.86
H -2.17 0.90 0.06